Computed, not measured: a single C5H14N2 molecule at a distorted geometry, with ωB97M-V/def2-TZVPD.

Geometry as XYZ:
```
21
Properties=species:S:1:pos:R:3:forces:R:3
N 2.62639 1.54660 -0.84105 -2.3709 -1.0151 -2.2008
C 1.35605 0.69835 -0.34824 2.5050 3.4448 -1.4191
C 0.13465 1.35985 -0.96414 -1.6810 0.3765 3.2259
C -1.03286 0.32979 -0.86864 -1.1555 1.2452 0.4985
C -1.35304 -0.05266 0.65495 -0.4329 -2.9523 -0.1246
C -1.55223 -1.67124 1.06435 -2.4635 3.1900 1.4990
N -0.31983 -2.25444 1.22136 5.0295 -0.7019 0.0629
H 2.29024 1.69630 -1.90621 1.5455 -0.1904 3.0701
H 2.60436 2.48724 -0.45190 -0.2530 -0.1012 0.1077
H 1.54168 -0.20250 -0.87754 -0.0871 -1.1898 -0.1390
H 1.38062 0.55233 0.72844 0.0110 0.1791 -0.1224
H -0.29516 2.37212 -0.35744 1.5570 -2.6114 -1.5158
H 0.38763 1.66986 -1.96736 -0.3500 -0.0444 -0.3531
H -0.93041 -0.57204 -1.50364 0.2437 0.4865 0.3777
H -1.81921 0.97933 -1.31007 -0.3964 -1.1155 0.3625
H -2.26814 0.28087 1.13392 -0.0115 1.1650 -0.6613
H -0.50786 0.17227 1.30089 -0.1762 0.4824 0.0133
H -2.06473 -2.24206 0.34532 -1.2391 -0.1985 -1.3713
H -2.32816 -1.70158 2.02182 2.2797 0.1506 -1.8951
H 0.00705 -2.80437 1.99224 -0.9187 -0.2562 0.4830
H 0.54070 -1.71740 0.95966 -1.6356 -0.3435 0.1018
```
Forces are in eV/Å.

The charge is 0. The HOMO-LUMO gap is 9.731 eV. Its SMILES is NCCCCCN. The LUMO energy comes out at 1.110 eV. The energy comes out at -308.30936 Eh.

---

Computed, not measured: a molecular structure, C4H9NOS at a distorted geometry, with ωB97M-V/def2-TZVPD.

Geometry as XYZ:
```
16
Properties=species:S:1:pos:R:3:forces:R:3
C 0.83849 -0.30028 0.58636 0.3820 -0.4662 -2.5920
C 0.94001 -1.66042 1.12811 4.0687 -0.7149 0.2468
C 0.88642 1.93772 -0.03400 -4.0464 2.0978 -1.7792
C -1.52069 -0.28876 -1.33601 -0.0840 -1.3917 0.4479
N 1.01475 0.88234 0.84355 -0.4382 -2.3027 1.5683
O 0.18295 -2.33372 -1.35139 0.1218 -0.7408 -0.6668
S 0.23029 -0.86797 -1.61068 -0.9211 0.8244 1.8970
H 1.23959 -2.44562 0.29974 -1.2413 1.6685 1.4158
H 0.01432 -1.83750 1.57782 -1.4212 -1.0028 0.6829
H 1.81074 -1.78617 1.92242 -1.8658 0.7122 -1.3696
H 0.54336 1.64645 -1.14727 1.3353 0.5708 2.2456
H 1.77261 2.47559 0.12744 1.2700 1.1477 -0.9121
H 0.01725 2.69117 0.32537 1.8361 -1.7255 -0.5869
H -1.69672 0.61224 -1.81403 0.3712 2.4673 -0.7491
H -1.75654 -0.13881 -0.24774 -0.0829 -0.7120 -1.1757
H -2.22632 -0.87761 -1.98393 0.7158 -0.4321 1.3271
```
Forces are in eV/Å.

The charge is 0. The HOMO-LUMO gap is 8.250 eV. The LUMO energy comes out at 0.431 eV. The energy comes out at -685.85495 Eh.

---

Computed, not measured: a gas-phase ion, C3H10N5 (charge +1) at a distorted geometry, with ωB97M-V/def2-TZVPD.

Geometry as XYZ:
```
18
Properties=species:S:1:pos:R:3:forces:R:3
C -0.05228 0.75987 2.85831 2.2542 -0.2035 -0.7896
C -0.26557 0.24469 1.63073 -2.9183 -1.0865 5.0013
N -1.62591 -0.78073 1.65431 1.6999 -0.1289 -1.6369
N 0.28528 0.31268 0.48305 0.7743 -0.9588 -4.9382
N -0.19626 -0.44941 -0.49567 2.2026 2.2704 -2.1945
N 0.38553 -0.10171 -1.71101 -1.0153 -0.1586 4.8064
C 1.42741 0.89644 -1.69654 0.0422 -0.4680 0.5888
N 0.32791 -0.90163 -2.81972 -0.4150 -2.2789 1.2831
H -0.66360 0.39779 3.65704 -0.2751 0.2072 0.3646
H 0.94192 1.25209 3.13402 -1.7940 -0.3951 -0.6817
H -2.38867 -0.54862 2.33039 0.7987 0.0688 -1.1224
H -1.76773 -0.65141 0.57758 -0.8540 -0.8544 2.2446
H -1.27955 -1.77207 1.83726 -0.6584 1.6516 -0.4074
H 1.01079 1.85812 -1.51036 -0.2229 0.7100 0.7792
H 2.25377 0.61801 -1.03392 -0.3258 0.1954 0.1327
H 1.79328 0.93974 -2.66564 0.8312 -0.0810 -1.8888
H 0.07432 -0.32317 -3.58021 -0.7143 0.2272 -1.0936
H -0.26066 -1.75068 -2.64960 0.5901 1.2831 -0.4477
```
Forces are in eV/Å.

The charge is +1. The HOMO-LUMO gap (spin up / spin down) is 7.445 / 7.449 eV. Its SMILES is C=C([NH3+])/N=N/N(C)N. The LUMO energy (spin up / spin down) comes out at -4.526 / -4.559 eV. The energy comes out at -393.67879 Eh.